# 1
# C50H85N4O9S

A 6-piece molecular cluster, C50H85N4O9S overall at a distorted geometry (ωB97M-V with the def2-TZVPD basis set, the OMol25 dataset).

Each line ends with the Löwdin charge.
Positions of all 149 atoms, in Å:
C 0.87712 -0.04443 5.55175  -0.098
N -0.59641 -0.27125 5.59943  -0.096
C -1.34583 0.62898 4.72164  -0.163
C -0.90960 0.49112 3.19823  0.004
C -0.24603 1.61342 2.51497  0.051
C 0.00849 2.97386 3.21772  -0.398
O 0.73641 3.12621 4.15070  0.166
O -0.67120 4.08672 2.73573  0.041
O -1.82655 3.65890 2.08487  -0.127
C -2.32230 4.77535 1.32269  -0.148
C -3.73506 4.50149 0.69722  -0.303
C -3.97268 5.68133 -0.35934  -0.068
C -4.92896 4.56167 1.74111  -0.147
C -5.57263 3.15358 2.07687  -0.383
C -6.13211 2.39323 0.81675  -0.080
C -4.49532 2.30936 2.89724  -0.091
C 0.16298 1.36204 1.10465  -0.070
C 0.87404 2.50221 0.30231  -0.106
C 2.25417 2.81015 1.03169  -0.181
C 3.40598 3.27068 0.05943  -0.195
C 3.29510 4.83190 -0.20426  -0.252
N 2.53578 5.02211 -1.47254  -0.016
C -0.13496 0.08833 0.48788  0.070
N -0.80486 -0.94331 1.14495  0.003
C -1.16475 -2.23322 0.52339  -0.034
C -2.47153 -2.15494 -0.41840  -0.302
C -3.19336 -0.77729 -0.16698  -0.029
O -1.99708 -2.37186 -1.74465  -0.146
C -2.91686 -1.93995 -2.76186  -0.159
C -2.37798 -0.59759 -3.35279  -0.183
C -3.13524 0.63231 -3.53069  -0.040
C -2.42722 1.81513 -4.07129  -0.069
C -1.00892 1.79128 -4.43522  -0.072
C -0.24682 0.55420 -4.25937  -0.069
C -0.94582 -0.60278 -3.72973  -0.041
C -1.16732 -0.76398 2.46067  -0.137
N -1.83339 -1.80878 3.22188  0.116
C -3.05688 -1.59557 3.29828  -0.695
S -4.57527 -1.31409 3.68782  0.849
H 1.23087 0.03547 6.61928  0.092
H 1.36954 -0.93034 5.06986  0.075
H 1.18502 0.87441 4.99198  0.071
H -0.74145 -1.25317 5.36531  0.076
H -2.45599 0.43109 4.77586  0.101
H -1.22883 1.70247 5.04382  0.135
H -2.38262 5.69907 1.95795  0.144
H -1.61876 4.99852 0.47043  0.134
H -3.74238 3.55884 0.08476  0.127
H -3.57119 6.64334 0.07426  0.092
H -3.46363 5.45558 -1.33405  0.082
H -5.06599 5.84006 -0.55257  0.080
H -5.75104 5.23477 1.37231  0.112
H -4.52603 5.00422 2.69464  0.120
H -6.44310 3.34225 2.76041  0.132
H -6.96245 2.96411 0.33086  0.084
H -5.32124 2.16173 0.08012  0.061
H -6.56528 1.42134 1.17382  0.079
H -3.90690 1.63874 2.22048  0.061
H -3.85201 3.04694 3.44492  0.074
H -5.05986 1.73610 3.68755  0.063
H 1.03562 2.24734 -0.77468  0.121
H 0.25183 3.44407 0.33622  0.117
H 2.14588 3.56630 1.85448  0.108
H 2.56769 1.84786 1.53879  0.123
H 4.37201 3.12036 0.62851  0.111
H 3.49697 2.65488 -0.87287  0.104
H 2.67596 5.25183 0.64287  0.104
H 4.29554 5.34313 -0.22767  0.108
H 2.52263 4.16882 -2.02860  0.046
H 2.94600 5.78270 -2.01777  0.061
H 0.17634 -0.08916 -0.56696  0.158
H -1.29706 -3.07544 1.24619  0.118
H -0.29498 -2.52521 -0.13540  0.139
H -3.15409 -2.99017 -0.07883  0.142
H -2.61967 0.07886 -0.62882  0.095
H -3.38116 -0.55787 0.91325  0.053
H -4.19380 -0.77863 -0.68182  0.091
H -3.99246 -1.92493 -2.46132  0.127
H -2.84109 -2.69648 -3.59853  0.142
H -4.21286 0.68042 -3.25793  0.104
H -2.95212 2.79184 -4.19692  0.094
H -0.45836 2.66925 -4.84723  0.092
H 0.84215 0.43637 -4.47954  0.099
H -0.35343 -1.54261 -3.56862  0.112
C -2.95930 -7.65254 1.32001  -0.161
C -2.64672 -7.32846 -0.12947  -0.163
C -2.31408 -5.85048 -0.05538  -0.207
O -1.74855 -5.61352 1.24329  -0.177
C -1.96536 -6.77672 2.06157  -0.196
H -2.85888 -8.70965 1.56500  0.119
H -3.98101 -7.34167 1.55746  0.118
H -1.76841 -7.89331 -0.45501  0.118
H -3.46523 -7.54670 -0.81552  0.118
H -3.21606 -5.23421 -0.14364  0.107
H -1.60359 -5.54124 -0.82581  0.115
H -1.00303 -7.28450 2.18501  0.123
H -2.32516 -6.47184 3.04503  0.114
C 3.56708 2.68723 -7.31630  -0.171
C 2.55303 3.08555 -8.37192  -0.169
C 1.29747 2.38481 -7.88171  -0.192
O 1.39201 2.32448 -6.45090  -0.175
C 2.72118 2.68052 -6.05604  -0.209
H 4.42237 3.36027 -7.25125  0.107
H 3.93981 1.67950 -7.52168  0.120
H 2.40668 4.16955 -8.35533  0.117
H 2.83473 2.79557 -9.38418  0.116
H 1.23989 1.35862 -8.25883  0.121
H 0.38494 2.91131 -8.16708  0.120
H 2.67874 3.67620 -5.59965  0.115
H 3.08529 1.97136 -5.30975  0.113
C 1.75683 -5.09676 0.84636  -0.185
C 3.13478 -4.56607 1.19405  -0.174
C 3.98138 -5.13414 0.06907  -0.196
O 3.12773 -5.23607 -1.07854  -0.129
C 1.77084 -5.03668 -0.67051  -0.204
H 0.93992 -4.52376 1.28744  0.082
H 1.66422 -6.13489 1.17872  0.122
H 3.13448 -3.47212 1.14645  0.112
H 3.48480 -4.86352 2.18320  0.111
H 4.34149 -6.13930 0.31083  0.121
H 4.84104 -4.50505 -0.16852  0.119
H 1.45206 -4.05075 -1.03233  0.107
H 1.13460 -5.79680 -1.12788  0.117
C 1.55143 -5.47781 5.69850  -0.165
C 0.92579 -4.22298 5.11931  -0.177
C -0.25052 -4.78906 4.34310  -0.213
O -0.66682 -5.97471 5.02876  -0.144
C 0.32920 -6.32684 5.99945  -0.189
H 2.16977 -5.29546 6.57749  0.118
H 2.17016 -5.96795 4.94080  0.114
H 0.56556 -3.57992 5.92918  0.111
H 1.60597 -3.63860 4.49688  0.105
H 0.04365 -5.07427 3.32643  0.093
H -1.08670 -4.09010 4.27972  0.097
H -0.07485 -6.10292 6.99218  0.120
H 0.53569 -7.39662 5.94160  0.121
C 7.40993 3.42927 -2.70287  -0.166
C 6.77160 4.66591 -3.30640  -0.167
C 5.58788 4.07680 -4.05225  -0.206
O 5.18297 2.90244 -3.32779  -0.160
C 6.19645 2.58387 -2.36680  -0.205
H 8.03794 3.63732 -1.83647  0.117
H 8.02157 2.92204 -3.45444  0.119
H 6.41843 5.32807 -2.50987  0.111
H 7.44099 5.23564 -3.95094  0.118
H 5.86910 3.76538 -5.06377  0.113
H 4.74858 4.77218 -4.12281  0.109
H 5.80307 2.83046 -1.37468  0.094
H 6.41053 1.51393 -2.39909  0.121

The calculation puts the total energy at -3250.01081 a.u. As for the spin multiplicity: 1. The value obtained for the HOMO-LUMO gap is 7.0 eV. Its LUMO energy is -0.143 Ha. Its total charge is +1.

---

# 2
# C46H92BBr24FIO11P

A 13-piece molecular cluster, C46H92BBr24FIO11P overall at a distorted geometry (ωB97M-V with the def2-TZVPD basis set, the OMol25 dataset).

Each line ends with the Löwdin charge.
Positions of all 177 atoms, in Å:
C 0.81172 7.79405 2.49390  -0.117
C -0.14631 7.39528 1.26217  -0.214
C -0.73593 5.91285 1.35040  -0.197
O -1.76067 5.60549 0.38045  -0.099
C -1.21716 5.03901 -0.82797  -0.230
O -1.93362 5.37266 -2.02256  -0.002
C -2.24213 6.76791 -2.11561  -0.373
F -1.23117 7.64853 -1.61652  0.010
C -2.35880 7.08226 -3.70696  -0.175
C -1.10519 7.90058 -4.27391  -0.271
C 0.18397 6.92715 -4.26406  -0.117
C -3.70761 7.12495 -1.51899  -0.079
C -4.87527 6.27666 -2.19103  -0.737
O -4.74476 5.25964 -2.88246  -0.033
I -6.96057 6.92456 -1.84981  0.710
C -1.23127 3.40682 -0.75668  -0.377
O -2.54690 3.00614 -1.15313  0.022
C -0.15326 2.94137 -1.88818  -0.074
C 1.18741 2.34476 -1.19479  -0.213
P 2.50340 1.87377 -2.50326  0.731
O 1.83456 2.11134 -3.87206  -0.330
O 2.91365 0.20826 -2.24811  -0.347
C 3.01436 -0.47341 -3.52601  -0.292
C 1.58828 -1.08336 -4.01806  -0.081
O 3.94372 2.77725 -2.32827  -0.269
C 3.95652 3.89749 -3.27236  -0.264
C 2.80765 4.99611 -2.95252  -0.097
O -0.75655 2.88832 0.49332  -0.086
C -1.63084 1.90983 1.09066  -0.254
C -1.55915 0.44493 0.36310  -0.093
C -3.06764 -0.00117 0.00983  -0.205
C -3.20610 -0.62922 -1.47757  -0.233
O -2.89181 0.34664 -2.51784  -0.121
C -1.02782 1.64804 2.58684  -0.118
B -0.46056 2.98799 3.29955  -0.642
O 0.93452 3.30386 3.15957  0.076
O -1.32440 3.87908 4.05164  0.054
H 0.81501 8.94285 2.53710  0.077
H 0.48655 7.36019 3.49304  0.071
H 1.89718 7.50320 2.24256  0.079
H 0.52821 7.42005 0.32602  0.109
H -1.01575 8.11746 1.10059  0.116
H 0.11618 5.15802 1.32830  0.128
H -1.22693 5.81887 2.38979  0.129
H -0.10610 5.34153 -0.86595  0.169
H -2.42109 6.09911 -4.29567  -0.072
H -3.28561 7.72653 -3.90380  0.045
H -1.31454 8.13214 -5.37975  0.045
H -0.93496 8.90525 -3.76808  0.000
H -0.22932 5.85559 -4.22346  0.048
H 0.78305 7.08040 -5.21836  0.077
H 0.85596 7.13541 -3.35140  0.073
H -3.96007 8.23745 -1.67848  0.112
H -3.76942 6.91646 -0.38661  0.134
H -3.17282 3.57688 -0.65897  0.122
H 0.20083 3.81214 -2.53576  0.097
H -0.64611 2.13483 -2.54122  0.134
H 1.67481 3.09330 -0.48068  0.098
H 0.99039 1.38271 -0.61726  0.037
H 3.71948 -1.35685 -3.39865  0.117
H 3.41566 0.17642 -4.36889  0.112
H 1.17713 -0.34998 -4.79337  0.073
H 1.72866 -2.13682 -4.42084  0.069
H 0.90866 -1.08215 -3.08788  0.085
H 3.89125 3.56660 -4.35875  0.117
H 4.96351 4.41833 -3.11867  0.119
H 1.99841 4.84451 -3.75659  0.064
H 2.31831 4.84625 -1.93622  0.066
H 3.22639 6.05284 -3.10503  0.083
H -2.70242 2.25653 1.27267  0.150
H -0.97406 0.60197 -0.59883  0.106
H -1.10461 -0.33812 1.05424  0.105
H -3.81436 0.87832 0.02675  0.110
H -3.47084 -0.73877 0.80576  0.005
H -2.57471 -1.56243 -1.61884  0.124
H -4.33471 -0.84492 -1.59847  0.120
H -3.61167 1.01402 -2.44944  0.085
H -0.18856 0.86873 2.57731  0.084
H -1.91566 1.25191 3.19366  0.020
H 1.16548 4.12935 3.63566  0.109
H -2.09754 4.12869 3.49235  0.104
Br -5.24094 9.23477 -5.25474  0.635
C -5.23825 10.84273 -4.15280  -0.675
C -3.95061 11.61344 -4.31043  -0.664
Br -2.49275 10.77309 -3.32464  0.736
H -5.42984 10.52660 -3.12791  0.048
H -6.08428 11.43234 -4.51080  0.058
H -4.04675 12.61112 -3.87871  0.057
H -3.62467 11.70041 -5.34646  0.054
Br -1.30897 -3.72814 2.63360  0.628
C -1.59924 -2.69749 4.26192  -0.685
C -3.04942 -2.31211 4.41449  -0.647
Br -3.51277 -0.83564 3.22875  0.769
H -0.92666 -1.84165 4.22030  0.009
H -1.28963 -3.35795 5.07449  0.041
H -3.24302 -1.94080 5.42230  0.060
H -3.73878 -3.12641 4.19358  0.055
Br 0.05374 -6.37354 5.56180  0.592
C 1.10419 -7.24582 4.17238  -0.673
C 0.28488 -7.48538 2.93049  -0.742
Br -0.91479 -8.99906 3.17419  0.585
H 1.50510 -8.16119 4.60662  0.045
H 1.92534 -6.55721 3.96434  0.065
H 0.92834 -7.76107 2.09443  -0.007
H -0.32887 -6.63327 2.64381  -0.024
Br 4.06228 -1.42065 3.92674  0.618
C 3.99960 0.48531 3.51913  -0.682
C 2.82655 0.81801 2.63174  -0.678
Br 3.16459 0.29686 0.78448  0.758
H 4.96127 0.74874 3.08054  0.053
H 3.89957 0.97870 4.48814  0.044
H 2.66624 1.89580 2.59728  0.043
H 1.90249 0.32781 2.93704  0.033
Br -2.30707 7.65328 -7.95986  0.640
C -1.94756 5.78422 -8.37663  -0.674
C -2.91941 4.86989 -7.67379  -0.642
Br -2.47706 4.66725 -5.78367  0.821
H -0.90747 5.59332 -8.11485  0.061
H -2.06463 5.70949 -9.45950  0.030
H -2.86144 3.86116 -8.08625  0.059
H -3.95033 5.21930 -7.72245  0.056
Br 0.90693 -10.21600 0.42850  0.614
C -0.01670 -9.54497 -1.15767  -0.692
C 0.39465 -8.13195 -1.49020  -0.716
Br -0.45696 -6.84187 -0.30479  0.681
H -1.08495 -9.65070 -0.97061  0.058
H 0.27827 -10.22588 -1.95939  -0.040
H 0.05482 -7.86121 -2.49106  0.051
H 1.46861 -7.96776 -1.41968  -0.014
Br 0.57428 -12.17401 5.53498  0.585
C -0.51584 -12.70463 4.00889  -0.705
C -0.59431 -14.20608 3.88914  -0.689
Br 1.05016 -14.94331 3.14721  0.598
H -0.08932 -12.22199 3.13010  0.023
H -1.50336 -12.28293 4.20575  0.056
H -1.37770 -14.49360 3.18599  0.058
H -0.76560 -14.70617 4.84196  0.052
Br 1.17167 10.44695 -9.75728  0.599
C 0.12726 10.48185 -11.40275  -0.698
C -1.11473 9.63482 -11.28071  -0.692
Br -0.69428 7.73812 -11.42491  0.613
H 0.78957 10.16373 -12.20683  0.051
H -0.13686 11.53088 -11.54866  0.057
H -1.79958 9.83768 -12.10578  0.059
H -1.64011 9.77288 -10.33578  0.028
Br 2.79476 -7.52914 8.49320  0.599
C 3.20069 -9.36743 7.98401  -0.685
C 2.21380 -10.33658 8.58605  -0.701
Br 2.57969 -10.63839 10.47706  0.629
H 4.23088 -9.55918 8.28135  0.053
H 3.13288 -9.38031 6.89454  0.052
H 2.30787 -11.31856 8.11803  0.022
H 1.17990 -10.00076 8.51168  0.057
Br 3.83329 -7.40601 -2.87523  0.650
C 4.26607 -9.29104 -3.11988  -0.672
C 3.61542 -9.84599 -4.36276  -0.667
Br 1.71493 -10.18063 -4.08188  0.705
H 3.96697 -9.80747 -2.20824  0.054
H 5.35339 -9.32213 -3.21008  0.059
H 4.03990 -10.81904 -4.61518  0.060
H 3.69752 -9.18411 -5.22425  0.054
Br 1.63347 -1.56590 7.64539  0.611
C 2.05315 0.23280 7.02377  -0.692
C 0.83759 1.12546 7.06977  -0.638
Br -0.37228 0.74561 5.59026  0.803
H 2.47854 0.13268 6.02560  0.000
H 2.82259 0.59684 7.70734  0.063
H 1.12372 2.17100 6.94200  0.065
H 0.26054 1.02118 7.98800  0.055
Br 3.60260 -16.55288 10.70816  0.601
C 3.46872 -14.65697 10.27447  -0.705
C 2.31514 -14.38886 9.34070  -0.697
Br 2.74456 -14.91706 7.51371  0.589
H 4.43275 -14.35494 9.86734  0.052
H 3.31080 -14.15760 11.23214  0.052
H 2.10804 -13.31877 9.28640  -0.001
H 1.40368 -14.91716 9.61842  0.056

The calculation puts the total energy at -65175.66678 a.u. As for the spin multiplicity: 1. The value obtained for the HOMO-LUMO gap is 9.4 eV. Its LUMO energy is 0.006 Ha. As for the energy above the lowest of the compared OMol25 structures with the same formula, charge and spin: 4.776 eV.

---

# 3
# C4HCl2N

C4HCl2N in the gas phase at a distorted geometry (ωB97M-V with the def2-TZVPD basis set, the OMol25 dataset).

Each line ends with the Löwdin charge.
Positions of all 8 atoms, in Å:
N -4.11923 0.00702 -0.38854  0.179
C -3.05688 -0.20223 -0.01435  -0.230
C -1.72399 -0.27272 0.31057  0.004
C -0.50546 -0.33656 0.51385  -0.097
C 0.92018 -0.02024 0.56994  -1.066
Cl 1.27415 1.58934 -0.15629  0.576
Cl 1.88754 -1.29777 -0.26581  0.561
H 1.28282 -0.01539 1.61547  0.073

The calculation puts the total energy at -1128.07155 a.u. Its SMILES is N#CC#CC(Cl)Cl. As for the spin multiplicity: 1. The value obtained for the HOMO-LUMO gap is 10.5 eV. Its LUMO energy is -0.019 Ha. As for the energy above the lowest of the compared OMol25 structures with the same formula, charge and spin: 0.165 eV.